Entry 1:
Below is a molecular structure, C2H5N3O in a non-equilibrium geometry, with properties calculated with wB97M-V/def2-TZVPD.

Values from the calculation:
* LUMO: 0.0 eV
* energy above the lowest of the compared OMol25 structures with the same formula, charge and spin: 82.20 kcal per mole
* E_tot: -8670.0778 eV

Structure (ORCA input):
```
! wB97M-V def2-TZVPD RIJCOSX def2/J DEFGRID3
* xyz 0 1
C -0.026 -0.517 -1.959
C 0.153 -0.040 0.690
N -0.276 -0.141 -2.998
N -1.225 0.004 1.046
N 0.363 -1.091 -0.250
O 0.590 1.248 0.270
H 0.725 -0.348 1.590
H -1.796 0.179 0.227
H -1.387 0.739 1.723
H 1.347 -1.292 -0.410
H 1.534 1.259 0.072
*
```

natural (NBO) population analysis, charges in e, atoms 1 to 8: 0.35, 0.34, -0.39, -0.82, -0.53, -0.73, 0.18, 0.37

Entry 2:
Below is a single C2H5N3O molecule in a non-equilibrium geometry, with properties calculated with wB97M-V/def2-TZVPD.

Values from the calculation:
* SMILES: [H]/N=C(/N)N1CO1
* LUMO: 1.0 eV
* energy above the lowest of the compared OMol25 structures with the same formula, charge and spin: 78.83 kcal per mole
* E_tot: -8670.2239 eV

Structure (ORCA input):
```
! wB97M-V def2-TZVPD RIJCOSX def2/J DEFGRID3
* xyz 0 1
C -1.627 -0.241 -0.247
N -0.324 -0.257 -0.766
C 0.803 -0.028 0.092
N 1.047 1.308 0.254
O -1.001 -1.479 -0.561
N 1.517 -0.912 0.629
H 1.963 1.513 0.620
H 0.636 1.940 -0.413
H -2.415 0.106 -0.911
H -1.778 -0.090 0.819
H 1.181 -1.860 0.485
*
```

natural (NBO) population analysis, charges in e, atoms 1 to 8: 0.06, -0.20, 0.53, -0.82, -0.35, -0.73, 0.41, 0.39